(1)
6
Properties=species:S:1:pos:R:3:forces:R:3:mulliken_spin:R:1 method="wB97M-V/def2-TZVPD" multiplicity=3 relative_energy_kj_mol=111.6 homo_ev="-13.80 / -16.49" homo_lumo_gap_ev="7.001 / 6.643" total_charge=+1
C 1.41760 -0.17548 0.00125 0.4406 3.2588 -0.2558 0.154
N 1.15598 1.02464 0.07857 1.1013 -1.9709 0.5372 0.158
N -1.01646 -0.22845 0.07957 -3.5945 -3.6305 0.2825 0.659
S 1.00967 -1.65426 0.01337 -0.2102 -2.3402 -0.0860 0.522
S -0.50498 1.17383 -0.01243 0.7353 5.6881 -0.8527 0.522
H -2.06180 -0.14028 -0.16033 1.5276 -1.0053 0.3748 -0.015

=====

(2)
31
Properties=species:S:1:pos:R:3:forces:R:3:mulliken_charge:R:1 method="wB97M-V/def2-TZVPD" multiplicity=1 relative_energy_kj_mol=131.8 homo_ev=-8.24 homo_lumo_gap_ev=9.191 smiles=c1cc([Si]23OCCN(CCO2)CCO3)co1
C -1.80028 1.62760 4.02858 0.3229 -1.0060 -2.1222 -0.467
C -1.33135 1.90478 2.78072 0.5803 2.2856 1.6631 -0.564
C -1.38008 0.75070 2.04014 0.8872 -1.5225 -1.7318 0.243
Si -0.39205 0.41588 0.52724 0.2111 -1.4336 -0.6742 0.505
O -1.44512 -0.55497 -0.42128 1.2763 1.0143 0.9047 -0.373
C -1.46229 -0.07972 -1.76789 -2.4995 0.0922 0.1837 -0.160
C -0.38232 -0.78881 -2.58122 1.3145 0.8015 0.1487 -0.868
N 0.97936 -0.70918 -1.93210 -1.0075 -1.2698 0.7561 0.278
C 1.72000 0.52944 -2.03753 1.0204 -1.0375 2.5754 -0.914
C 1.66559 1.39140 -0.72225 1.8418 -1.3528 -0.3517 -0.287
O 0.34140 1.69023 -0.34211 -1.4513 -0.8139 1.2378 -0.385
C 1.44149 -1.78523 -0.97894 2.1083 2.0587 -0.3644 -1.004
C 0.94760 -1.81837 0.48361 -0.0309 -2.2911 -1.0869 -0.121
O 0.89104 -0.58921 1.05249 -1.2120 2.8472 0.5448 -0.425
C -1.87208 -0.25289 2.83582 -0.1661 1.5834 -0.7566 -0.478
O -2.15555 0.30403 4.04671 -0.4668 -0.5252 0.7213 -0.357
H -1.84933 2.25868 4.87029 -0.3778 -0.0322 1.0453 0.456
H -0.86117 2.84242 2.47325 -0.4133 -0.3192 0.1298 0.395
H -1.32921 0.99188 -1.64801 0.3617 0.2225 -1.0770 0.275
H -2.58546 -0.15883 -2.10450 2.2156 -0.3826 0.0139 0.336
H -0.24392 -0.27399 -3.55351 -0.3723 -0.3919 0.2911 0.353
H -0.67500 -1.83028 -2.75681 0.2640 0.1229 0.1167 0.298
H 1.31298 1.11174 -2.80018 -0.6403 0.8869 -1.5400 0.364
H 2.81403 0.32347 -2.24233 -0.9872 0.2207 0.0868 0.329
H 2.04303 0.70546 0.14643 0.5002 1.8686 -1.8317 0.405
H 2.26570 2.31148 -1.01744 -0.7921 -0.7814 1.1766 0.378
H 2.57259 -1.74634 -0.87581 -1.0137 0.6116 -0.5153 0.273
H 1.33242 -2.70807 -1.47180 -0.7256 -1.4496 -0.4282 0.463
H 1.71296 -2.44329 1.08752 -1.6632 0.4982 -0.9187 0.388
H -0.10361 -2.17236 0.39831 0.8071 -0.8824 0.6522 0.253
H -2.17138 -1.24763 2.48261 0.1082 0.3772 1.1503 0.409

=====

(3)
64
Properties=species:S:1:pos:R:3:forces:R:3:mulliken_charge:R:1 method="wB97M-V/def2-TZVPD" multiplicity=1 relative_energy_kj_mol=1.9 homo_ev=-14.72 homo_lumo_gap_ev=6.866 total_charge=+2
C 9.19272 -3.58115 1.19485 -0.0150 -0.0711 0.0160 -1.363
C 7.72910 -3.19203 1.28856 -0.0714 0.1862 -0.0735 -0.206
C 6.93599 -3.63435 0.06355 -0.1295 -0.1137 0.2707 -0.855
H 7.06706 -4.71192 -0.05796 0.0199 -0.0055 -0.0797 0.368
H 7.34375 -3.15830 -0.83076 0.0528 -0.0171 -0.0806 0.340
C 5.43820 -3.33524 0.15870 0.1845 0.1369 -0.2503 -0.395
C 5.12929 -1.84379 0.03784 -0.0893 -0.1969 0.2449 -0.612
C 3.64883 -1.50161 0.20528 0.0455 -0.0033 -0.2776 -0.361
H 3.28399 -1.91239 1.14880 -0.0855 0.0151 0.0627 0.363
H 3.53525 -0.41588 0.23993 -0.1034 0.0502 0.0355 0.363
C 2.80225 -2.05187 -0.95644 1.5070 -0.2518 0.3290 -1.209
N 1.42305 -1.63249 -0.83061 -1.1166 0.2841 0.0277 0.256
C 1.00465 -0.49853 -1.41313 -0.0178 0.1430 -0.1293 -0.432
C -0.29023 -0.05570 -1.28429 -0.4336 -0.1996 0.3357 -0.529
C -1.20958 -0.78392 -0.51446 1.2247 -0.3852 -0.1297 0.862
C -0.73361 -1.94948 0.10529 -0.2835 0.4496 -0.2462 -0.940
C 0.57068 -2.34298 -0.07549 -0.0708 -0.1435 0.1073 -0.123
H 0.94926 -3.24750 0.37748 0.1294 -0.0113 -0.0395 0.446
H -1.38713 -2.56948 0.69767 -0.0035 -0.1072 0.0570 0.523
C -2.59966 -0.35498 -0.37372 -1.2084 0.3919 0.0878 1.078
C -3.31715 -0.55861 0.81506 0.3125 0.1093 -0.4069 -0.824
C -4.62166 -0.13669 0.91295 0.1162 -0.1215 0.2143 -0.341
N -5.24673 0.46185 -0.11153 0.9158 -0.4580 -0.2515 0.129
C -4.59335 0.65783 -1.26461 0.1088 0.0709 -0.2352 -0.235
C -3.28222 0.27254 -1.42548 0.3196 -0.2858 0.3907 -0.513
H -2.80327 0.43761 -2.37699 -0.0181 0.0449 -0.1146 0.577
H -5.13403 1.13599 -2.06776 -0.1269 0.0157 0.0574 0.401
C -6.59540 0.96075 0.06724 -1.2475 0.7506 0.5379 -1.021
H -7.17742 0.21495 0.61310 0.1348 -0.0782 -0.1740 0.419
H -7.04968 1.11034 -0.91322 0.1256 -0.1445 0.0313 0.369
C -6.61820 2.28760 0.84761 0.0407 0.0077 -0.3519 -0.544
C -5.88036 3.43295 0.14921 0.1631 -0.1182 0.3235 -0.817
C -4.40130 3.53901 0.52697 -0.1090 0.2813 -0.3613 0.216
C -3.68246 4.58106 -0.32897 0.2042 -0.1181 0.3375 -0.742
C -2.18937 4.68750 -0.01963 -0.1321 -0.0657 -0.2094 -0.792
C -1.39272 3.46462 -0.46623 -0.0405 0.2013 0.1585 -0.844
H -0.33058 3.64051 -0.31654 0.1408 -0.0818 -0.0165 0.428
H -1.67160 2.57838 0.10446 -0.0105 -0.1411 0.0541 0.154
H -1.56478 3.27398 -1.52488 0.0038 -0.0657 -0.1865 0.279
H -2.04877 4.84211 1.05096 0.0395 0.0957 0.0393 0.337
H -1.79317 5.56339 -0.53382 0.0477 0.0435 0.0818 0.368
H -3.81190 4.33706 -1.38673 -0.0565 0.0444 -0.0995 0.321
H -4.14652 5.55265 -0.15855 -0.0879 0.0421 -0.0783 0.374
H -4.32090 3.82406 1.57742 0.0296 -0.0812 0.0944 0.367
H -3.90004 2.57557 0.41245 0.0751 -0.0947 0.0826 -0.334
H -6.36182 4.37205 0.42229 -0.0370 0.0235 -0.1013 0.538
H -5.98177 3.33535 -0.93404 -0.0569 0.0527 -0.1288 0.287
H -7.67045 2.54842 0.96097 -0.0323 -0.1162 0.0768 0.384
H -6.20671 2.13994 1.84726 -0.0639 -0.0550 0.1114 0.361
H -5.18670 -0.27214 1.82364 -0.1089 0.0531 -0.0203 0.430
H -2.85176 -1.01736 1.67258 -0.0224 -0.0355 0.1145 0.532
H -0.57444 0.86977 -1.75865 0.0235 0.1084 -0.0647 0.283
H 1.72631 0.05193 -1.99870 0.1145 -0.0729 0.0117 0.424
H 2.84432 -3.14205 -0.95458 -0.1539 0.1017 -0.1335 0.373
H 3.20411 -1.68437 -1.90232 -0.1855 -0.0720 -0.0025 0.293
H 5.48646 -1.47324 -0.92470 0.0645 0.0878 -0.0455 0.292
H 5.67399 -1.30911 0.81732 0.0128 0.0792 -0.0875 0.334
H 4.93819 -3.87988 -0.64584 -0.1138 -0.0920 0.0089 0.290
H 5.05726 -3.71163 1.11066 -0.0918 -0.0655 0.0506 0.278
H 7.29357 -3.63159 2.19072 -0.0715 -0.0027 -0.0192 0.278
H 7.65714 -2.10521 1.40029 0.0023 -0.0275 0.0596 0.254
H 9.65080 -3.15477 0.30443 0.0954 0.0686 -0.0332 0.342
H 9.30386 -4.66320 1.13535 0.0160 -0.0654 0.0043 0.339
H 9.73739 -3.23636 2.06972 0.1247 0.0264 0.0134 0.381

=====

| no. | M (g/mol) |
| --- | --- |
| 1 | 105.167 |
| 2 | 241.319 |
| 3 | 354.582 |